C19H14F6N3SbSr as an isolated structure in a non-equilibrium geometry. Source: OMol25; level of theory: wB97M-V/def2-TZVPD.

Element x y z (Å)
Sr  -1.64164  -1.41182  -0.48800
C  3.98692  -1.55775  -3.13476
C  4.47645  -1.58764  -1.83241
C  3.60880  -1.61647  -0.75294
C  2.24520  -1.61554  -0.99552
C  1.74989  -1.58308  -2.28866
C  2.62110  -1.55436  -3.36887
N  1.22600  -1.66506  0.05291
N  1.69896  -1.66616  1.19189
C  0.67388  -1.76921  2.23237
C  1.15649  -1.82134  3.52558
C  0.24831  -1.96376  4.56145
C  -1.10053  -2.05422  4.25520
C  -1.48352  -1.98501  2.92739
N  -0.61105  -1.83651  1.91979
H  4.67567  -1.54000  -3.96909
H  5.54446  -1.59273  -1.66047
H  3.97977  -1.64614  0.26128
H  0.68035  -1.57424  -2.45820
H  2.23498  -1.53336  -4.37888
H  2.22226  -1.75979  3.69128
H  0.58788  -2.01124  5.58734
H  -1.85100  -2.17677  5.02252
H  -2.52884  -2.05897  2.65357
F  -2.53723  -3.51025  -0.05492
Sb  -4.30083  -2.80379  -0.39492
F  -3.40325  -1.91577  -1.88634
F  -3.63428  -1.26945  0.61699
F  -5.84318  -1.83880  -0.74451
F  -4.88264  -3.53498  1.20548
F  -4.69044  -4.26675  -1.46051
C  -0.50186  0.96782  -0.80067
C  -0.52140  2.23212  -0.82588
C  -0.46203  3.60893  -0.79774
C  0.77561  4.25357  -0.49298
C  0.84107  5.62131  -0.44961
C  -0.30779  6.37434  -0.70788
C  -1.53194  5.76828  -1.01107
C  -1.61822  4.40151  -1.05830
H  1.64402  3.63826  -0.30063
H  1.77284  6.11830  -0.21841
H  -0.24847  7.45482  -0.67403
H  -2.40194  6.37881  -1.20697
H  -2.54882  3.90287  -1.29186

As for the spin multiplicity: 2. The expectation value of S² is 0.782. The energy is -1766.713766 Ha. Its total charge is +1. Its HOMO-LUMO gap (spin up / spin down) is 8.31 / 5.65 eV.

***

A 2-piece molecular cluster, C6H10IN3 overall in a non-equilibrium geometry. Source: OMol25; level of theory: wB97M-V/def2-TZVPD.

Element x y z (Å)
C  -1.41509  -0.14038  2.31943
C  -0.63845  -0.47177  1.18906
C  -1.27331  0.20569  -1.62356
C  2.43541  0.67399  -0.60507
C  0.16195  0.33525  -1.94074
C  0.98662  0.88124  -0.77247
N  -1.47838  -1.20361  3.10480
N  -0.15371  -1.68125  1.42423
N  -0.81096  -2.13718  2.49791
I  0.25293  2.65453  0.01291
H  -1.97590  0.69107  2.66193
H  -1.51062  -0.25771  -0.64075
H  -1.83740  -0.23228  -2.36528
H  -1.73930  1.25815  -1.39801
H  2.87713  1.66055  -0.70932
H  2.79292  0.26625  0.32814
H  3.01049  0.12247  -1.38818
H  0.26782  0.90835  -2.84620
H  0.59317  -0.56298  -2.22770
H  -0.54533  -2.97039  2.97887

The calculation puts the energy above the lowest of the compared OMol25 structures with the same formula, charge and spin at 5.924 eV. The energy is -696.373658 Ha. Its HOMO-LUMO gap (spin up / spin down) is 6.89 / 9.17 eV.

***

C22H29N5O3 in the gas phase. Source: OMol25; level of theory: wB97M-V/def2-TZVPD.

Element x y z (Å)
C  7.63996  -3.15396  -1.94712
O  7.46326  -2.18770  -0.94062
C  6.25787  -2.11671  -0.31029
C  5.16537  -2.93131  -0.58025
C  3.98664  -2.76272  0.12923
C  3.86934  -1.79583  1.11591
C  2.57817  -1.57391  1.84906
C  1.87524  -0.32366  1.32474
O  1.46750  0.56481  2.04647
N  1.73062  -0.31309  -0.01307
C  1.21076  0.81118  -0.76709
C  2.26652  1.31497  -1.74687
C  -0.04167  0.34518  -1.53744
O  0.03924  0.05163  -2.71936
N  -1.18263  0.21648  -0.84042
C  -1.44221  0.59259  0.53050
C  -2.33173  1.83557  0.56143
C  -3.66816  1.57545  -0.17220
C  -3.35338  1.04278  -1.58153
C  -2.40251  -0.15031  -1.53514
N  -4.46799  2.79102  -0.34391
C  -5.15971  3.28271  0.83289
C  -6.29534  2.31508  1.19033
C  -5.69055  0.96215  1.20369
N  -6.15670  -0.17262  1.80940
C  -5.24649  -1.14677  1.55353
N  -4.25091  -0.70867  0.83666
C  -4.51235  0.61163  0.60326
C  4.96905  -0.98258  1.37827
C  6.14533  -1.13821  0.68001
H  6.94792  -2.99807  -2.78120
H  7.51617  -4.16941  -1.55654
H  8.66206  -3.02771  -2.30064
H  5.21433  -3.69861  -1.33677
H  3.14926  -3.41113  -0.09124
H  2.75279  -1.42940  2.91591
H  1.90649  -2.42447  1.71557
H  2.12492  -1.06578  -0.55725
H  0.96811  1.59690  -0.04750
H  1.91494  2.21751  -2.23885
H  3.19253  1.53123  -1.21925
H  2.44943  0.56261  -2.51025
H  -0.52535  0.76958  1.08814
H  -1.98133  -0.23548  1.00199
H  -1.81681  2.66568  0.06837
H  -2.52022  2.11465  1.59930
H  -4.28439  0.75745  -2.07039
H  -2.89697  1.84796  -2.16179
H  -2.13426  -0.46431  -2.54471
H  -2.87674  -0.97388  -0.99570
H  -3.88603  3.52003  -0.74133
H  -5.56973  4.26630  0.59448
H  -4.49709  3.39129  1.70824
H  -7.07808  2.37340  0.42876
H  -6.73260  2.57260  2.15778
H  -7.00885  -0.25945  2.33802
H  -5.34658  -2.15256  1.90837
H  4.89287  -0.21968  2.13881
H  7.00064  -0.51244  0.87964

Its SMILES is COc1ccc(CC(=O)N[C@@H](C)C(=O)N2CCC3(CC2)NCCc2[nH]cnc23)cc1. The calculation puts the energy above the lowest of the compared OMol25 structures with the same formula, charge and spin at 1.574 eV. The energy is -1355.286709 Ha. Its HOMO-LUMO gap is 9.16 eV.